Entry from the Open Molecules 2025 dataset: a single C21H24N4O5 molecule in a non-equilibrium geometry (ωB97M-V with the def2-TZVPD basis set).

Strongest force on any atom, eV/Å: 1.3
Energy above the lowest of the compared OMol25 structures with the same formula, charge and spin, eV: 4.920
Total energy, eV: -38361.365
SMILES: O=C(Nc1ccc(N2CCOCC2)cc1N1CCOCC1)c1cccc([N+](=O)[O-])c1
Charge: 0

Each line ends with the Löwdin charge.
Element x y z (Å)
O1 -2.6555 -2.4364 0.3281  0.09
C1 -2.7414 -1.3308 -0.1664  -0.42
N1 -1.6900 -0.5407 -0.4973  0.13
C2 -0.3212 -0.8348 -0.4103  -0.16
C3 0.1632 -2.1346 -0.3910  0.00
C4 1.5174 -2.3846 -0.4259  -0.01
C5 2.4439 -1.3374 -0.4875  -0.22
C6 1.9463 -0.0305 -0.4769  0.04
C7 0.5861 0.2394 -0.4203  -0.17
N2 0.0492 1.5427 -0.4241  -0.11
C8 0.8127 2.6374 -0.9943  -0.14
H1 1.4167 2.2643 -1.8218  0.13
C9 1.6920 3.3735 0.0283  -0.19
O2 0.9411 3.7748 1.1521  -0.13
C10 0.3184 2.6642 1.7573  -0.18
H2 -0.2203 3.0502 2.6239  0.13
C11 -0.6446 1.9751 0.7832  -0.14
H3 -1.1064 1.1211 1.2784  0.13
H4 -1.4209 2.6933 0.4920  0.13
H5 1.0789 1.9414 2.0936  0.13
H6 2.0988 4.2868 -0.4096  0.13
H7 2.5257 2.7347 0.3583  0.11
H8 0.0840 3.3562 -1.3896  0.13
H9 2.6315 0.7998 -0.4957  0.08
N3 3.7965 -1.6164 -0.6174  -0.10
C12 4.7639 -0.5673 -0.8630  -0.14
H10 4.3326 0.2148 -1.4861  0.12
C13 5.3086 -0.0005 0.4548  -0.19
H11 6.0982 0.7306 0.2736  0.13
O3 5.8913 -1.0270 1.2269  -0.13
C14 4.9642 -2.0579 1.4866  -0.18
C15 4.4069 -2.6584 0.1869  -0.13
H12 3.6865 -3.4354 0.4303  0.11
H13 5.2275 -3.0991 -0.3891  0.13
H14 5.5032 -2.8107 2.0634  0.13
H15 4.1280 -1.6672 2.0889  0.13
H16 4.4948 0.4748 1.0252  0.12
H17 5.5977 -1.0204 -1.4117  0.13
H18 1.8512 -3.4090 -0.4467  0.11
H19 -0.5359 -2.9535 -0.3682  0.11
H20 -1.8726 0.4012 -0.8167  0.12
C16 -4.0741 -0.6995 -0.4448  -0.11
C17 -5.1298 -1.0244 0.3984  0.08
C18 -6.3828 -0.4810 0.1632  -0.13
C19 -6.6121 0.3674 -0.9139  0.01
C20 -5.5637 0.6692 -1.7627  -0.05
C21 -4.3022 0.1435 -1.5306  -0.02
H21 -3.5024 0.3705 -2.2208  0.12
H22 -5.7294 1.3146 -2.6115  0.11
H23 -7.6017 0.7680 -1.0704  0.12
N4 -7.4762 -0.8030 1.0519  -0.36
O4 -8.5788 -0.3992 0.7499  0.08
O5 -7.2237 -1.4495 2.0436  0.09
H24 -4.9715 -1.7003 1.2256  0.13